Entry from the Open Molecules 2025 dataset: a 14-piece molecular cluster, C42H66F6O42 overall (wB97M-V/def2-TZVPD).

Its HOMO energy is -10.78 eV. The HOMO-LUMO gap is 11.02 eV.

```
! RIJCOSX wB97M-V def2-TZVPD def2/J DEFGRID3
* xyz 0 1
C -2.85869 -2.36553 -3.04829
C -2.95183 -1.52094 -1.78288
O -4.29857 -1.18874 -1.69264
C -5.03194 -1.98984 -2.51140
O -6.20682 -1.96833 -2.61737
O -4.20229 -2.78742 -3.22860
F -2.21040 -0.37358 -1.90586
H -2.12631 -3.15300 -2.87485
H -2.56503 -1.78137 -3.92247
H -2.53094 -2.08544 -0.94635
C 0.22132 2.64272 -2.54800
C -0.34446 3.79566 -3.39133
O -0.41925 3.20482 -4.66556
C -0.56512 1.87468 -4.53479
O -0.91599 1.12769 -5.38461
O -0.41548 1.55434 -3.22467
F 0.56825 4.79495 -3.37674
H 0.04906 2.57469 -1.48089
H 1.30859 2.64605 -2.64936
H -1.35253 4.09561 -3.10432
C 4.83388 -4.07438 -1.69211
C 6.28494 -3.63376 -1.65581
O 6.16192 -2.31061 -1.21555
C 4.91220 -1.86299 -1.53157
O 4.58230 -0.72491 -1.59939
O 4.10872 -2.87422 -1.88959
F 6.91196 -3.65301 -2.86096
H 4.65811 -4.49142 -0.69696
H 4.66801 -4.86430 -2.42090
H 6.74647 -4.32760 -0.95380
C 3.67199 -0.68231 2.44076
C 3.05644 -1.74273 3.30460
O 3.90284 -2.84237 3.15322
C 4.89096 -2.57085 2.24496
O 5.67839 -3.35401 1.83150
O 4.83402 -1.27694 1.87584
F 1.78316 -2.01412 2.83242
H 4.08231 0.13195 3.04339
H 2.94430 -0.24272 1.75902
H 2.91304 -1.40151 4.32841
C 0.70612 -7.52208 -0.42292
C 1.42124 -6.56963 -1.35464
O 2.74574 -7.09413 -1.41836
C 2.84492 -8.13777 -0.54176
O 3.91407 -8.56828 -0.24690
O 1.66174 -8.50459 -0.05138
F 1.51632 -5.33070 -0.78207
H -0.16543 -8.01750 -0.85297
H 0.31594 -6.97856 0.43905
H 0.86327 -6.47850 -2.28662
C -4.05586 0.54897 3.10781
C -5.11891 -0.24785 3.84351
O -4.82239 -1.52169 3.32917
C -4.38131 -1.37515 2.04160
O -4.38401 -2.24537 1.24463
O -3.91532 -0.11309 1.86372
F -6.35040 0.15932 3.41465
H -3.10899 0.56961 3.64775
H -4.45759 1.55246 2.98689
H -5.06001 -0.27032 4.92555
C 3.91083 5.21110 -3.55653
O 3.30851 4.11595 -2.89886
C 3.98442 3.64206 -1.83915
O 5.03169 4.03530 -1.41245
O 3.27297 2.65541 -1.30127
C 3.70649 2.08953 -0.08987
H 4.57413 5.84831 -2.98175
H 3.07396 5.85214 -3.86795
H 4.29145 4.98533 -4.55540
H 3.00531 1.27332 0.09825
H 3.64223 2.77162 0.75694
H 4.66356 1.58127 -0.22062
C -5.40292 3.17109 1.34325
O -5.86717 4.41744 0.83088
C -5.52063 5.50827 1.48264
O -4.77017 5.54523 2.42401
O -6.08979 6.54712 0.87856
C -5.85834 7.82735 1.43185
H -4.31612 3.05367 1.35580
H -5.71699 2.36909 0.68042
H -5.80705 3.13033 2.35278
H -5.57918 8.49395 0.61530
H -5.06804 7.86216 2.17981
H -6.75729 8.24839 1.88241
C 0.85191 -1.79096 -4.13800
O 1.43354 -3.04300 -3.77914
C 1.35956 -4.08695 -4.58523
O 0.73743 -4.12330 -5.60892
O 2.15656 -5.01851 -4.08126
C 2.34783 -6.31022 -4.64848
H 1.16974 -1.09630 -3.36171
H -0.23119 -1.81184 -4.21110
H 1.32779 -1.45098 -5.05844
H 1.58781 -7.05867 -4.43661
H 3.32191 -6.59786 -4.26106
H 2.46000 -6.14108 -5.72229
C -2.66338 6.20820 -0.35280
O -3.30544 5.54891 -1.43666
C -3.28357 4.22337 -1.44693
O -2.54042 3.51312 -0.81219
O -4.22539 3.80247 -2.27280
C -4.33854 2.38818 -2.46463
H -3.43015 6.77647 0.17673
H -1.86074 6.88326 -0.63562
H -2.30677 5.49641 0.39200
H -3.57064 2.09370 -3.18350
H -5.28381 2.24193 -2.98348
H -4.31036 1.82069 -1.53939
C 0.85764 5.20971 -0.28618
O 1.75893 4.66114 0.68490
C 2.71592 5.41514 1.21636
O 3.53113 4.98994 1.98374
O 2.61597 6.69686 0.85019
C 3.48681 7.62850 1.47211
H 0.45992 6.15125 0.09935
H -0.01091 4.56168 -0.37003
H 1.27418 5.46682 -1.25603
H 3.19257 8.62799 1.16349
H 4.47194 7.55239 0.99260
H 3.62411 7.42393 2.52895
C -0.38843 -1.24045 5.58264
O 0.61081 -0.29126 5.22393
C 0.22481 0.80541 4.57901
O -0.91537 1.16003 4.42745
O 1.32107 1.50671 4.31623
C 1.13640 2.75299 3.63827
H -1.23162 -1.29088 4.89537
H -0.85202 -1.02518 6.54764
H 0.13749 -2.18703 5.65244
H 2.09199 3.26599 3.67404
H 0.35122 3.38593 4.05235
H 0.84467 2.54676 2.60651
C 1.36362 -2.37109 -0.42781
O 0.17424 -1.80591 0.11230
C 0.07527 -0.48248 0.07703
O 0.85856 0.27620 -0.44803
O -1.01945 -0.10515 0.70401
C -1.27001 1.27202 0.96956
H 1.06210 -2.98269 -1.27375
H 1.86372 -3.00193 0.30911
H 2.14604 -1.68701 -0.75182
H -1.05415 1.46618 2.02045
H -2.32570 1.41874 0.78242
H -0.63423 1.94004 0.39803
C -1.29965 -8.33343 3.78113
O -1.09372 -7.50682 2.65376
C -1.20397 -6.19815 2.87070
O -1.42755 -5.68028 3.92474
O -0.95822 -5.59648 1.72767
C -1.10098 -4.17820 1.65884
H -2.25194 -8.12676 4.26955
H -0.54140 -8.16780 4.55123
H -1.23239 -9.38755 3.53050
H -0.17144 -3.66965 1.90026
H -1.93229 -3.86136 2.28849
H -1.39799 -3.84668 0.66557
*
```

Löwdin atomic charge list, values in e, 8 entries: number 1, C, carries -0.0526; number 2, C, carries -0.3061; number 3, O, carries 0.1324; number 4, C, carries -0.5366; number 5, O, carries 0.1926; number 6, O, carries 0.0831; number 7, F, carries 0.0653; number 8, H, carries 0.1360

***

Entry from the Open Molecules 2025 dataset: C42H68BN14O2S5Sr as an isolated structure (wB97M-V/def2-TZVPD).

Its energy above the lowest of the compared OMol25 structures with the same formula, charge and spin is 623.59 kJ/mol. Its HOMO energy is -3.94 eV. The HOMO-LUMO gap is 5.18 eV.

```
! RIJCOSX wB97M-V def2-TZVPD def2/J DEFGRID3
* xyz -1 1
Sr 0.11784 -0.11391 0.67020
N 4.55419 2.52165 0.88151
C 3.40219 1.83615 0.94256
S 1.96033 2.50216 1.40790
N 3.59386 0.51737 0.44690
N 2.57123 -0.19746 0.70769
C 2.24532 -1.21088 -0.12769
C 1.22845 -2.13282 0.30009
C 0.36040 -4.14260 -0.96393
C -0.75839 -4.69668 -1.80260
C -2.01076 -4.33372 -1.53518
C -2.30454 -3.33148 -0.52726
C -1.38005 -2.44434 -0.09710
O -1.60843 -1.47863 0.74050
H 4.59660 3.44717 1.26623
H 5.40257 2.00595 0.71874
H 2.65019 -1.29464 -1.12711
H 0.29273 -4.57332 0.03622
H -0.50270 -5.40293 -2.58381
H -2.83468 -4.77430 -2.08822
H -3.32561 -3.18393 -0.19412
C 2.89601 -6.45896 -1.92313
C 2.71679 -5.24540 -0.99644
C 4.03909 -4.47008 -0.91159
C 2.36369 -5.75682 0.39720
N 1.65963 -4.37930 -1.54025
C 1.91962 -3.58404 -2.65980
C 1.23469 -2.45612 -2.90054
N 0.27549 -1.90014 -2.05503
B -0.17833 -0.41443 -2.21131
N 0.23289 0.34775 -3.48456
C -0.63361 0.66140 -4.51592
C 0.00390 1.47643 -5.37331
N 1.28387 1.68025 -4.87923
C 1.42699 0.96902 -3.71959
S 2.79813 0.86047 -2.73991
C 2.28981 2.59921 -5.47894
C 1.66103 3.33411 -6.66415
C 2.72030 3.65120 -4.45201
C 3.47497 1.77379 -5.97791
N -1.73429 -0.43144 -2.17697
C -2.43079 -1.32724 -2.95636
C -3.74111 -1.17339 -2.70743
N -3.86120 -0.19030 -1.73192
C -2.61577 0.27360 -1.42256
S -2.24596 1.52589 -0.32428
C -5.12667 0.15394 -1.02954
C -5.49977 1.60359 -1.33475
C -4.96841 -0.08598 0.47658
C -6.24636 -0.75605 -1.53754
C 0.15491 -2.60948 -0.74910
S 1.00642 -2.51830 1.92689
H 3.70487 -7.10647 -1.57436
H 3.13771 -6.13616 -2.93740
H 1.97358 -7.04144 -1.96351
H 4.78905 -5.06318 -0.38242
H 3.89306 -3.53098 -0.37623
H 4.43021 -4.23823 -1.90268
H 3.19038 -6.37582 0.75141
H 1.46573 -6.37781 0.38458
H 2.21599 -4.94234 1.10316
H 2.63965 -3.93636 -3.38695
H 1.41844 -1.90546 -3.81292
H 0.32734 0.22442 -1.29229
H -1.65149 0.31944 -4.54710
H -0.35589 1.93941 -6.27022
H 0.79135 3.91927 -6.36394
H 1.38108 2.65597 -7.47334
H 2.40797 4.02475 -7.05542
H 1.85308 4.14116 -4.00868
H 3.31437 4.40564 -4.97357
H 3.31212 3.20832 -3.65570
H 3.16000 1.09453 -6.77344
H 3.90394 1.19476 -5.16326
H 4.23732 2.44684 -6.37762
H -1.91822 -2.02520 -3.59491
H -4.58709 -1.69208 -3.11167
H -4.70937 2.28452 -1.02758
H -6.41543 1.86047 -0.79730
H -5.67814 1.73247 -2.40459
H -4.34424 0.67391 0.93606
H -4.50273 -1.05673 0.65656
H -5.95788 -0.07284 0.93954
H -6.45296 -0.60069 -2.59772
H -7.15138 -0.51068 -0.98211
H -6.02182 -1.80999 -1.36719
C -1.46137 7.05250 1.63423
N -0.82219 6.42658 0.51164
C -0.60930 7.09704 -0.74982
C -0.25259 5.92327 -1.66632
O 0.05473 6.05984 -2.83035
N -0.34548 4.74469 -0.95424
C -0.71276 5.08362 0.25945
N -1.00904 4.20418 1.23221
H -1.02933 8.04292 1.78369
H -1.28845 6.49587 2.55411
H -2.54393 7.16152 1.49998
H 0.20595 7.82161 -0.71121
H -1.51302 7.59197 -1.11815
H -0.75411 3.23741 1.10255
H -0.96912 4.50573 2.19025
C 3.86003 -1.60622 6.45534
C 2.84830 -0.56062 6.90716
C 2.84800 0.69949 6.04880
C 2.50573 0.46059 4.58377
N 1.23787 -0.23602 4.39968
C 0.06113 0.39574 4.20132
S -0.10973 2.03952 4.48321
N -0.94798 -0.41397 3.74743
C -2.22870 0.11782 3.26438
C -3.22923 0.46656 4.36247
C -3.75671 -0.71643 5.17428
C -2.77083 -1.29770 6.18260
H 3.91371 -2.43980 7.15767
H 4.86240 -1.17650 6.37366
H 3.61021 -2.02366 5.47804
H 3.05022 -0.28101 7.94489
H 1.84472 -0.99564 6.89974
H 3.83774 1.17020 6.08368
H 2.13781 1.42434 6.45182
H 3.25978 -0.16268 4.09688
H 2.47112 1.41040 4.04740
H 1.32696 -1.15201 3.97787
H -0.64230 -1.23886 3.23621
H -2.63786 -0.65946 2.61818
H -2.07112 0.99889 2.63255
H -4.07064 0.95269 3.85527
H -2.79640 1.21512 5.02731
H -4.09773 -1.50238 4.49087
H -4.64886 -0.38420 5.71531
H -1.92955 -1.78961 5.69869
H -3.25785 -2.02896 6.83219
H -2.35756 -0.50980 6.81800
*
```

Löwdin atomic charge list, values in e, 8 entries: number 1, Sr, carries 1.1844; number 2, N, carries 0.0837; number 3, C, carries -0.8859; number 4, S, carries 0.6295; number 5, N, carries -0.0010; number 6, N, carries -0.1719; number 7, C, carries -0.2925; number 8, C, carries -0.7326